# 1
The following is a DFT calculation (wB97M-V/def2-TZVPD) of a molecular structure, C20H28CeN2Si in a non-equilibrium geometry.

Values from the calculation:
- Maximum force: 1.65 eV Å⁻¹
- Kohn-Sham gap (spin up / spin down): 6.2 / 6.2 eV
- Energy above the lowest of the compared OMol25 structures with the same formula, charge and spin: 0.00 kJ/mol
- Charge: +2

Last column: Löwdin charge in e.
Cartesian coordinates (Å):
Ce 0.0951 -0.3314 0.0265  1.482
Si -1.0434 -3.6414 0.1867  0.504
N -0.4066 2.0885 -1.1259  -0.361
N -0.0331 0.2566 2.4933  0.077
C 3.3998 -0.0276 -1.0453  -0.105
C 1.1126 0.4885 7.1397  -0.033
C 0.0095 0.0947 5.0414  -0.215
C 2.1455 0.6203 -0.9929  -0.210
C 2.0459 1.7858 -1.7818  -0.223
C 0.0068 -0.0222 7.8070  -0.015
C -1.8086 -5.3207 -0.2994  -0.146
C -1.3979 -2.1406 -0.9079  -0.333
C 0.7418 2.5787 -1.9281  -0.135
C -1.0848 -0.5026 7.0961  -0.034
C -0.0068 0.1867 3.6481  -0.074
C 3.1190 2.2716 -2.5250  -0.022
C 4.3223 1.5966 -2.5461  -0.030
C -1.5500 -3.1267 1.9819  -0.165
C 1.1232 0.5510 5.7610  0.000
C -1.0932 -0.4499 5.7169  -0.001
C 4.4569 0.4365 -1.8074  -0.057
C -0.6747 3.0141 -0.0159  -0.069
C -1.6030 1.9437 -1.9699  -0.061
C 0.8953 -3.7125 0.3219  -0.161
H 0.9429 3.6324 -1.6907  0.143
H 1.9669 0.8373 7.6992  0.124
H -1.3899 1.2243 -2.7654  0.107
H -1.4898 2.6370 0.6147  0.099
H 2.9990 3.1759 -3.1053  0.131
H -2.8918 -5.2474 -0.3486  0.038
H 5.1443 1.9625 -3.1395  0.125
H -1.3739 -3.9323 2.6874  0.045
H 1.2181 -4.5052 0.9901  0.052
H -1.9000 2.8988 -2.4225  0.119
H 0.2303 3.1182 0.5904  0.108
H -2.6015 -2.8637 2.0518  0.040
H -2.4452 1.5713 -1.3740  0.103
H 1.3136 -2.7644 0.7234  -0.002
H -0.9700 4.0083 -0.3805  0.118
H -1.9348 -0.8203 5.1517  0.124
H -2.4777 -1.9545 -0.9613  0.032
H -1.4681 -5.6366 -1.2816  0.036
H -1.9303 -0.9193 7.6224  0.123
H 0.4702 2.5447 -2.9889  0.139
H -0.9609 -2.2651 2.3230  -0.014
H 5.3855 -0.1100 -1.8331  0.120
H -0.0033 -0.0478 8.8852  0.126
H -1.5687 -6.1155 0.4002  0.043
H -1.0823 -2.3658 -1.9390  0.033
H 1.9744 0.9458 5.2278  0.127
H 3.5542 -0.9411 -0.4700  0.104
H 1.3656 -3.8986 -0.6412  0.045

Forces on atoms 1 to 6 (eV/Å):
0.51 0.20 -1.55
0.52 -0.55 1.43
0.30 -0.89 0.39
0.05 -0.25 -0.61
-0.56 -0.65 0.73
0.08 0.03 -0.05

# 2
The following is a DFT calculation (wB97M-V/def2-TZVPD) of 2 unconnected molecules or ions with the total composition C20H28Cl3FN3O3S2 in a non-equilibrium geometry.

Values from the calculation:
- Maximum force: 3.90 eV Å⁻¹
- Kohn-Sham gap: 6.6 eV
- Charge: +1

Last column: Löwdin charge in e.
Cartesian coordinates (Å):
Cl -3.6111 3.0031 1.7203  0.504
Cl -4.1413 5.6347 0.6035  0.549
Cl -3.2957 5.3759 3.3700  0.546
S 0.4174 3.2874 2.3882  0.825
S -4.0050 -2.7717 -1.5104  0.949
F 0.1243 5.4441 0.2270  0.089
O 3.8050 -1.1000 -2.4702  -0.045
O 2.4082 -2.5986 -1.3850  0.118
O -4.9280 -1.1349 0.4517  -0.030
N 1.6025 1.7589 -1.3437  -0.011
N -6.6393 -0.0286 -0.5078  0.015
N -6.1633 -0.8735 -1.4736  0.045
C -1.3142 -2.9876 -0.6711  -0.259
C -5.1397 -1.5117 -0.8710  -0.608
C -2.3248 -1.9887 -1.3458  -0.466
C 0.4252 -0.5197 0.7167  -0.183
C -3.1524 4.7144 1.7398  -1.565
C 3.4968 -2.1125 -1.5423  -0.434
C 1.5388 0.5939 0.9576  -0.111
C -5.9271 -0.1830 0.6198  -0.138
C 0.6128 4.2743 -0.2369  -0.201
C -1.5981 -1.7929 1.7056  -0.199
C 4.7141 -2.6312 -0.6568  -0.110
C -0.2070 -1.1047 2.0460  -0.178
C 0.8310 3.0900 0.6205  -0.380
C 1.4165 2.8761 -2.1620  0.032
C 0.9277 4.1562 -1.6646  0.078
C 4.4489 -2.1565 0.8395  -0.079
C 1.3292 1.8337 0.0216  -0.104
C 2.0639 0.5153 -2.0195  -0.062
C 3.6009 0.2109 -1.8650  -0.103
C -1.4687 -3.1434 0.8992  -0.188
H 5.0333 -1.2000 0.9827  0.084
H 4.2760 0.9071 -2.4219  0.148
H 5.6539 -2.1818 -1.0842  0.120
H 0.5279 -1.8690 2.4428  0.122
H -2.2867 -1.0518 1.2235  0.088
H 0.7992 4.9881 -2.4034  0.141
H 4.8005 -2.9640 1.5290  0.088
H -1.9675 -1.8390 -2.4101  0.080
H -2.0693 -2.0604 2.7004  0.120
H -1.4993 -4.0121 -1.1176  0.114
H 1.6276 2.8090 -3.2616  0.155
H 4.7461 -3.7409 -0.7923  0.126
H -0.6945 2.4706 2.5397  -0.097
H 1.4365 -0.3278 -1.6340  0.121
H -2.3590 -0.9674 -0.8893  0.066
H -2.3658 -3.8043 1.0850  0.113
H 0.9547 -1.3836 0.2134  0.082
H -0.5591 -3.6913 1.2726  0.116
H -0.4009 -0.1955 0.0274  0.113
H 1.8383 0.6350 -3.1181  0.152
H 3.9585 0.1252 -0.8042  0.117
H -2.1145 4.7926 1.4305  -0.036
H -6.0716 0.3831 1.5680  0.137
H 2.5594 0.1383 0.7880  0.098
H 1.5413 0.8952 2.0451  0.094
H 3.3567 -1.9428 0.9626  0.056
H -0.2487 -2.7378 -0.9142  0.080
H -0.3204 -0.3043 2.8390  0.109

Forces on atoms 1 to 6 (eV/Å):
0.14 -0.08 -0.04
0.13 -0.11 0.05
0.09 -0.10 -0.13
-0.18 -0.39 -0.63
-0.61 1.16 0.53
0.77 -1.96 -0.50

# 3
The following is a DFT calculation (wB97M-V/def2-TZVPD) of a molecular structure, C20H28F3O2Zn in a non-equilibrium geometry.

Values from the calculation:
- Maximum force: 2.44 eV Å⁻¹
- Kohn-Sham gap: 6.5 eV
- Energy above the lowest of the compared OMol25 structures with the same formula, charge and spin: 0.00 kJ/mol
- Charge: -1

Last column: Löwdin charge in e.
Cartesian coordinates (Å):
Zn -0.7262 1.0780 0.5013  0.807
F -1.9075 -0.3296 -2.0150  -0.028
F -1.5482 -1.7798 -0.3912  -0.028
F -3.2719 -0.3656 -0.2873  -0.035
O -3.4196 5.0038 0.8661  -0.089
O -4.7111 3.1701 -2.0558  -0.172
C -1.1049 0.7105 2.4688  -0.314
C -0.7321 -0.6891 2.2755  -0.191
C 0.5847 -0.8659 2.7583  -0.145
C -1.9298 -0.4626 -0.6335  -0.515
C 0.0561 1.3506 3.0857  -0.176
C 0.4940 1.4385 -1.1312  -0.325
C -4.4797 3.5115 -3.4535  -0.196
C -3.4174 2.8293 -1.4597  -0.185
C -2.3749 3.6096 -2.2607  -0.160
C 2.4235 0.4770 -0.2658  -0.148
C -4.8002 6.7705 0.7943  -0.088
C 2.5308 1.8919 -0.1191  -0.171
C 1.0718 0.3887 3.2339  -0.164
C -4.5578 5.4807 0.0171  -0.148
C -2.9599 3.5076 -3.6758  -0.168
C -2.5771 7.0760 1.9754  -0.030
C -3.7351 6.1342 1.7373  -0.598
C -4.3978 5.7206 3.0316  -0.030
C 1.1815 0.1810 -0.8613  -0.175
C 1.3780 2.4938 -0.6487  -0.177
H 3.2024 -0.2433 -0.0190  0.082
H -2.6897 2.4874 -4.0268  0.117
H -5.3885 4.7602 0.0485  0.125
H -3.2781 1.7540 -1.6028  0.094
H -5.8011 6.8997 1.2356  0.112
H 2.0403 0.5493 3.7116  0.078
H -5.2947 5.1248 2.8299  0.091
H 1.1108 -1.8211 2.8582  0.083
H -2.9497 7.9467 2.5283  0.087
H 1.1620 3.5592 -0.7507  0.075
H -4.4315 7.6856 0.3041  0.110
H -2.1361 1.0868 2.4953  0.090
H -2.1318 7.4360 1.0372  0.090
H -4.7131 6.6244 3.5709  0.088
H 0.8268 -0.8018 -1.1813  0.091
H -3.6720 5.1842 3.6499  0.089
H 0.0650 2.3848 3.4373  0.078
H -4.2379 5.6731 -1.0208  0.110
H 3.4001 2.4102 0.2869  0.074
H -1.8247 6.5738 2.5883  0.086
H -2.5428 4.2423 -4.3999  0.114
H -1.4131 -1.4770 1.9553  0.085
H -1.3447 3.2617 -2.2338  0.088
H -3.3822 3.0670 -0.3867  0.107
H -4.9794 4.4969 -3.6473  0.114
H -4.9795 2.7226 -4.0724  0.116
H -0.2724 1.5769 -1.8992  0.065
H -2.3984 4.6317 -1.8410  0.105

Forces on atoms 1 to 6 (eV/Å):
0.03 -1.56 -0.87
-0.30 -0.48 0.10
-0.72 0.44 -0.54
-0.11 -0.79 -0.38
-1.69 1.73 -0.36
1.08 0.45 -0.31

# 4
The following is a DFT calculation (wB97M-V/def2-TZVPD) of a molecular structure, C20H28F5NRuSSi3.

Values from the calculation:
- Maximum force: 0.39 eV Å⁻¹
- Kohn-Sham gap (spin up / spin down): 6.0 / 6.4 eV
- Charge: +2

Last column: Löwdin charge in e.
Cartesian coordinates (Å):
Ru -0.7190 -0.2151 -0.8108  0.947
S -1.4005 1.8177 -1.0358  0.901
Si 1.1752 -2.1416 -0.5075  0.478
Si 1.5204 0.6419 1.1495  0.498
Si 2.0978 0.4885 -2.1460  0.430
F -6.8584 1.9903 1.0029  0.199
F -3.3139 -0.3629 -0.9781  0.014
F -2.7485 4.1175 0.3096  0.138
F -5.8867 -0.2984 -0.0706  0.169
F -5.3090 4.1867 1.2001  0.184
N -1.0577 -0.4125 1.1734  -0.105
C 2.6548 -2.9016 -1.3253  -0.142
C 3.0316 -0.0113 2.0083  -0.136
C -0.0813 0.0472 2.0041  -0.263
C 1.5714 2.4962 1.1397  -0.155
C -3.8221 0.7639 -0.4219  -0.237
C -2.1567 -1.0045 1.6693  -0.100
C 0.9213 -2.9579 1.1433  -0.149
C -3.5144 3.0430 0.2166  -0.214
C -5.6228 1.9551 0.5674  -0.103
C -0.2630 -0.0451 3.3743  -0.018
C 3.9255 0.3102 -1.8552  -0.140
C -2.9913 1.8728 -0.3288  -0.444
C -4.8222 3.0860 0.6684  -0.120
C -2.3687 -1.1204 3.0265  -0.002
C 1.1896 -0.1738 -0.5418  -0.566
C 1.4159 -0.4150 -3.6347  -0.167
C -1.4135 -0.6172 3.8998  0.008
C -0.3981 -2.5111 -1.5927  -0.167
C 1.6777 2.2886 -2.3953  -0.178
C -5.1240 0.7769 0.0150  -0.131
H -0.0435 -2.6925 -2.6076  0.054
H 4.2603 -0.7000 -1.6283  0.028
H 1.0312 -4.0334 0.9729  0.063
H 2.4021 2.6841 -3.1139  0.061
H -0.8052 -3.4383 -1.1815  0.073
H 0.3298 -0.2916 -3.7299  0.038
H 4.2481 0.9722 -1.0473  0.044
H 3.0834 -1.0950 2.0889  0.029
H -1.3398 -1.9263 -1.7592  0.029
H 0.6936 2.4340 -2.8444  0.015
H 0.7257 2.9777 0.6502  0.017
H -1.5552 -0.6892 4.9701  0.134
H 4.4492 0.6391 -2.7570  0.060
H -3.2666 -1.6051 3.3829  0.131
H 2.4919 2.8477 0.6684  0.051
H 2.8856 -2.5396 -2.3230  0.031
H 3.9249 0.3291 1.4787  0.050
H 3.5281 -2.7568 -0.6858  0.059
H -0.0648 -2.7989 1.5781  0.032
H 2.4741 -3.9785 -1.3836  0.066
H 1.6720 -2.6845 1.8828  0.038
H 1.6448 -1.4771 -3.6987  0.024
H -2.8680 -1.4050 0.9606  0.122
H 1.7473 2.9057 -1.5019  0.020
H 1.5947 2.8427 2.1765  0.058
H 1.8433 0.0595 -4.5229  0.061
H 0.5136 0.3220 4.0333  0.126
H 3.0902 0.4037 3.0178  0.055

Forces on atoms 1 to 6 (eV/Å):
0.31 -0.15 -0.18
0.09 -0.01 0.04
-0.07 0.00 0.04
-0.02 -0.06 0.07
0.01 0.01 0.01
0.03 -0.01 -0.01